Arrangement a

{
  "formula": "C5H6N2S",
  "method": "ωB97M-V with the def2-TZVPD basis set",
  "gap_ev": 8.744,
  "e_lumo_ev": 0.201,
  "smiles": "C=Cn1ccc(S)n1",
  "symbols": ["C", "C", "N", "C", "C", "C", "S", "N", "H", "H", "H", "H", "H", "H"],
  "coordinates": [[-2.7511, -0.5597, -0.2066], [-1.5367, -1.0346, 0.0624], [-0.3302, -0.2686, 0.0682], [-0.1048, 1.1371, 0.0848], [1.2205, 1.1920, -0.1167], [1.8210, -0.1258, -0.2603], [3.5051, -0.7297, -0.0840], [0.8226, -0.9926, -0.1383], [-3.1888, 0.4511, -0.3055], [-3.5965, -1.2168, 0.0602], [-1.1091, -2.1090, 0.2726], [-0.8634, 1.8256, -0.0244], [1.8839, 2.0527, -0.3268], [4.2274, 0.3784, 0.9143]],
  "nbo_charge": [-0.477, 0.006, -0.208, -0.051, -0.299, -0.028, -0.004, -0.250, 0.219, 0.215, 0.249, 0.229, 0.228, 0.171]
}


Arrangement b

{
  "formula": "C5H6N2S",
  "method": "ωB97M-V with the def2-TZVPD basis set",
  "gap_ev": 8.850,
  "e_lumo_ev": 0.626,
  "symbols": ["C", "C", "C", "C", "C", "H", "H", "H", "H", "H", "H", "N", "N", "S"],
  "coordinates": [[-2.0569, 0.1909, 0.0983], [-0.9440, 1.2153, -0.1575], [0.3080, 0.4454, -0.1786], [2.3988, -0.3442, -0.0576], [1.4870, -1.3826, -0.0042], [-2.9652, 0.4442, -0.2727], [-2.1978, -0.0261, 1.2137], [-0.9902, 1.6747, -1.0814], [-0.8952, 1.8966, 0.7976], [3.5859, -0.2736, -0.0483], [1.6942, -2.4939, 0.0498], [1.5950, 0.8488, -0.1922], [0.3266, -0.8578, 0.0798], [-1.3462, -1.3375, -0.2466]],
  "nbo_charge": [-0.577, -0.435, 0.291, -0.110, -0.109, 0.250, 0.218, 0.238, 0.247, 0.234, 0.229, -0.455, -0.433, 0.410]
}


The most stable arrangement is arrangement b, and the next structure is 0.729 eV less stable.


Arrangement a

{
  "formula": "C28H28Br2F6N8O5S2Ti",
  "method": "ωB97M-V with the def2-TZVPD basis set",
  "spin_multiplicity": 3,
  "gap_ev": [5.445, 7.360],
  "e_lumo_ev": [0.017, -0.048],
  "s_squared": 2.0358,
  "symbols": ["Ti", "C", "C", "N", "C", "C", "N", "C", "C", "N", "H", "H", "H", "H", "H", "H", "H", "H", "H", "H", "H", "H", "H", "H", "H", "Br", "C", "C", "C", "C", "C", "C", "N", "N", "C", "C", "C", "C", "O", "C", "N", "C", "C", "C", "C", "H", "H", "H", "H", "H", "H", "H", "H", "H", "F", "C", "F", "F", "S", "O", "O", "N", "S", "O", "O", "C", "F", "F", "F", "Br", "C", "C", "C", "N", "C", "C", "H", "H", "H", "H"],
  "coordinates": [[0.7439, -0.4520, 0.5379], [1.2703, 1.0563, -2.1435], [2.4435, 0.0526, -2.1392], [2.6436, -0.5537, -0.8094], [3.8416, -0.0901, -0.0702], [3.5454, 0.1666, 1.4098], [2.2467, 0.8229, 1.5801], [2.1763, 2.2458, 1.2408], [1.9001, 2.4555, -0.2449], [0.9588, 1.4496, -0.7661], [0.3802, 0.6012, -2.5730], [1.5296, 1.9246, -2.7590], [3.3684, 0.5377, -2.4622], [2.2290, -0.7373, -2.8588], [2.6933, -1.5616, -0.9036], [4.1977, 0.8267, -0.5423], [4.6484, -0.8230, -0.1500], [4.3593, 0.7673, 1.8353], [3.5193, -0.7839, 1.9453], [1.9163, 0.7270, 2.5402], [3.1026, 2.7645, 1.5175], [1.3689, 2.6626, 1.8414], [2.8245, 2.3721, -0.8160], [1.5218, 3.4675, -0.4171], [0.0076, 1.8062, -0.7171], [0.9803, 2.5510, -5.9721], [-0.6953, 1.9261, -5.3450], [-1.3401, 0.8986, -6.0128], [-2.5624, 0.4530, -5.5350], [-3.1074, 0.9916, -4.3769], [-2.4598, 2.0414, -3.7303], [-1.2608, 2.5186, -4.2242], [-4.4286, 0.5475, -4.0103], [-4.7446, 0.3511, -2.8245], [-3.7410, 0.2926, -1.8094], [-3.9703, 1.0257, -0.6583], [-3.0103, 1.1085, 0.3463], [-1.8246, 0.3899, 0.2122], [-0.8406, 0.4237, 1.1204], [-1.6305, -0.4280, -0.9200], [-0.4361, -1.1451, -0.9378], [-0.2791, -2.0706, -1.9285], [-1.2146, -2.2536, -2.9219], [-2.3737, -1.4836, -2.9667], [-2.5995, -0.5314, -1.9380], [-0.9018, 0.4603, -6.8985], [-3.0969, -0.3347, -6.0480], [-2.8970, 2.5006, -2.8544], [-0.7629, 3.3474, -3.7386], [-4.8942, 1.5854, -0.5850], [-3.1742, 1.7049, 1.2334], [0.6199, -2.6737, -1.8775], [-1.0409, -3.0138, -3.6712], [-3.1094, -1.6472, -3.7416], [-1.3000, -4.2102, 2.9743], [-1.2003, -2.8862, 2.9825], [-1.4781, -2.4289, 1.7688], [-2.0783, -2.3914, 3.8427], [0.5181, -2.3856, 3.5174], [0.8173, -1.1490, 2.8182], [0.4569, -2.3490, 4.9375], [1.4785, -3.5430, 3.0282], [2.1288, -3.4581, 1.6067], [3.5513, -3.3198, 1.6134], [1.3924, -2.5896, 0.6876], [1.7903, -5.1343, 0.9160], [0.4886, -5.3791, 0.8941], [2.4041, -6.0597, 1.6414], [2.2597, -5.1759, -0.3325], [-2.9915, 2.4560, 7.1207], [-1.6663, 2.1245, 5.8190], [-0.6064, 1.2825, 6.1056], [0.3427, 1.0860, 5.1143], [0.2874, 1.6574, 3.9145], [-0.7512, 2.4474, 3.6587], [-1.7555, 2.7209, 4.5730], [-0.5206, 0.7846, 7.0595], [1.1750, 0.4175, 5.2978], [-0.8028, 2.8731, 2.6629], [-2.5808, 3.3685, 4.3159]],
  "mulliken_spin": [1.069, 0.039, 0.010, -0.014, 0.009, 0.019, 0.005, 0.007, 0.009, -0.033, -0.024, -0.001, 0.001, 0.004, 0.005, 0.000, 0.000, 0.002, -0.009, 0.010, 0.001, -0.005, 0.001, 0.001, 0.007, 0.000, -0.002, 0.001, -0.022, 0.019, 0.000, 0.006, 0.019, 0.000, 0.052, -0.006, 0.078, 0.014, -0.048, 0.082, 0.077, 0.300, -0.112, 0.360, -0.043, 0.000, 0.005, 0.004, 0.000, 0.000, 0.015, 0.053, 0.001, 0.018, 0.000, 0.003, 0.008, 0.000, 0.004, 0.006, 0.000, 0.001, 0.007, 0.000, -0.016, 0.000, 0.000, 0.000, 0.000, 0.000, 0.000, 0.000, 0.001, 0.000, 0.001, 0.001, 0.000, 0.000, 0.000, 0.000]
}


Arrangement b

{
  "formula": "C28H28Br2F6N8O5S2Ti",
  "method": "ωB97M-V with the def2-TZVPD basis set",
  "spin_multiplicity": 3,
  "gap_ev": [6.062, 7.241],
  "e_lumo_ev": [-0.162, -0.260],
  "s_squared": 2.0087,
  "symbols": ["Ti", "C", "C", "N", "C", "C", "N", "C", "C", "N", "H", "H", "H", "H", "H", "H", "H", "H", "H", "H", "H", "H", "H", "H", "H", "Br", "C", "C", "C", "C", "C", "C", "N", "N", "C", "C", "C", "C", "O", "C", "N", "C", "C", "C", "C", "H", "H", "H", "H", "H", "H", "H", "H", "H", "F", "C", "F", "F", "S", "O", "O", "N", "S", "O", "O", "C", "F", "F", "F", "Br", "C", "C", "C", "N", "C", "C", "H", "H", "H", "H"],
  "coordinates": [[1.0852, -0.5766, -0.6479], [3.8227, 1.1733, 2.2501], [2.4113, 1.7423, 2.0028], [1.9581, 1.6150, 0.6255], [2.7415, 2.4247, -0.3096], [3.0309, 1.6938, -1.6239], [3.1658, 0.2410, -1.4608], [4.4884, -0.2514, -1.0455], [5.0171, 0.2784, 0.2785], [4.1758, 0.0118, 1.4430], [4.5646, 1.9715, 2.1182], [3.8713, 0.8991, 3.3067], [1.6965, 1.2248, 2.6398], [2.4229, 2.7900, 2.3412], [0.9818, 1.8682, 0.5407], [2.2356, 3.3659, -0.5470], [3.6725, 2.7047, 0.1816], [2.1843, 1.8419, -2.2947], [3.9192, 2.1319, -2.0986], [3.0060, -0.1500, -2.3820], [4.4249, -1.3407, -1.0026], [5.2405, -0.0027, -1.8087], [6.0085, -0.1692, 0.4110], [5.1968, 1.3528, 0.1987], [4.6076, -0.6895, 2.0236], [-4.5625, 6.3824, 2.9837], [-5.0776, 4.8477, 2.0018], [-5.9140, 4.9883, 0.9073], [-6.2949, 3.8593, 0.1967], [-5.8035, 2.6167, 0.5615], [-4.9875, 2.4802, 1.6762], [-4.6223, 3.5995, 2.4028], [-6.2892, 1.4566, -0.1432], [-5.5124, 0.6611, -0.6831], [-4.0974, 0.8769, -0.7383], [-3.5043, 2.0443, -1.1569], [-2.1194, 2.1590, -1.3196], [-1.2674, 1.0964, -1.0415], [0.0239, 1.1350, -1.1404], [-1.8889, -0.1363, -0.6347], [-1.0408, -1.1770, -0.4122], [-1.5375, -2.3398, -0.0651], [-2.9182, -2.5618, 0.0821], [-3.7864, -1.5303, -0.1318], [-3.2855, -0.2632, -0.5049], [-6.2754, 5.9656, 0.6197], [-6.9686, 3.9410, -0.6462], [-4.6379, 1.4987, 1.9712], [-3.9901, 3.5065, 3.2746], [-4.1223, 2.9015, -1.3906], [-1.6923, 3.0901, -1.6685], [-0.8251, -3.1426, 0.0898], [-3.2711, -3.5460, 0.3566], [-4.8553, -1.6643, -0.0320], [0.2191, -5.1556, -1.7483], [1.5473, -5.1738, -1.8245], [2.0338, -5.6160, -0.6632], [1.9196, -5.9971, -2.7931], [2.2067, -3.4814, -2.1203], [1.5758, -2.7048, -1.0492], [3.6279, -3.6016, -2.0444], [1.6653, -3.1934, -3.5564], [0.9890, -1.8495, -4.0217], [1.2830, -1.5715, -5.3840], [1.1573, -0.7759, -3.0606], [-0.8211, -2.2338, -3.9822], [-1.1490, -2.9767, -5.0317], [-1.1340, -2.9030, -2.8718], [-1.5140, -1.1009, -4.0097], [0.9620, -2.8380, 5.8754], [1.0199, -2.2258, 4.0962], [1.9633, -2.7326, 3.2169], [1.9778, -2.2399, 1.9239], [1.1265, -1.3039, 1.4876], [0.2037, -0.8527, 2.3452], [0.1152, -1.2723, 3.6606], [2.6669, -3.4930, 3.5222], [2.6951, -2.6084, 1.2037], [-0.4997, -0.1242, 1.9574], [-0.6430, -0.8708, 4.3166]],
  "mulliken_spin": [1.658, -0.002, 0.007, 0.042, -0.002, 0.012, -0.034, 0.052, -0.003, 0.017, 0.000, 0.000, 0.004, 0.000, 0.017, -0.001, -0.002, -0.002, 0.005, 0.003, -0.013, 0.001, -0.001, -0.001, 0.003, 0.000, 0.000, 0.000, 0.000, -0.001, 0.001, -0.001, 0.006, -0.001, 0.012, -0.010, 0.023, -0.038, -0.044, 0.033, -0.018, 0.100, -0.020, 0.049, -0.026, 0.000, 0.000, 0.000, 0.000, 0.000, 0.001, 0.008, 0.000, 0.003, 0.000, 0.000, 0.000, 0.000, 0.009, -0.012, 0.001, -0.001, 0.010, -0.001, 0.012, 0.012, 0.000, 0.001, 0.001, 0.002, 0.021, -0.007, 0.087, -0.046, 0.100, 0.002, -0.001, -0.011, -0.018, -0.001]
}


The most stable arrangement is arrangement a, and the next structure is 0.179 eV less stable.